Entry 1:
Computed, not measured: a structure of composition C19H14N3OsSSe2 at a distorted geometry, with ωB97M-V with the def2-TZVPD basis set.

Values from the calculation:
Multiplicity: 1
Highest occupied orbital energy (spin up / spin down): -0.6747 / -0.6762 Eh
Energy relative to the best compared isomer or geometry (same formula, charge and spin): 0.0 kcal per mole
Charge: +3

XYZ file:
```
40
Properties=species:S:1:pos:R:3:nbo_charge:R:1
Os -0.064 0.572 -0.047 0.73
Se 0.093 3.071 -0.346 0.51
Se -1.982 2.153 -1.167 0.40
C -1.090 1.212 -2.607 0.01
C -1.374 1.408 -3.934 -0.20
C -0.653 0.646 -4.859 -0.08
C 0.306 -0.239 -4.406 -0.20
C 0.529 -0.370 -3.041 0.09
N -0.172 0.336 -2.151 -0.48
C -0.255 2.804 1.549 0.03
C -0.363 3.780 2.501 -0.20
C -0.421 3.352 3.834 -0.07
C -0.368 1.998 4.123 -0.20
C -0.279 1.078 3.089 0.10
N -0.222 1.479 1.813 -0.48
H -2.118 2.128 -4.247 0.28
H -0.838 0.766 -5.919 0.28
H 0.892 -0.830 -5.097 0.28
H 1.274 -1.050 -2.651 0.23
H -0.386 4.829 2.237 0.28
H -0.499 4.080 4.631 0.28
H -0.401 1.647 5.145 0.28
H -0.257 0.012 3.270 0.24
S 3.090 -2.355 0.650 0.71
C 3.871 -0.820 0.256 -0.29
C 2.994 0.161 -0.008 -0.26
C 1.618 -0.273 0.114 -0.08
C 1.584 -1.697 0.447 -0.13
C 0.287 -2.306 0.567 0.09
C 0.025 -3.637 0.842 -0.13
C -1.299 -4.060 0.898 -0.11
C -2.304 -3.138 0.677 -0.16
C -1.971 -1.810 0.410 0.08
N -0.710 -1.396 0.358 -0.41
H 4.951 -0.780 0.267 0.29
H 3.291 1.168 -0.263 0.27
H 0.839 -4.333 1.005 0.26
H -1.537 -5.095 1.110 0.28
H -3.346 -3.426 0.709 0.28
H -2.737 -1.064 0.242 0.23
```

---

Entry 2:
Computed, not measured: a structure of composition C25H38BrIN4O2Ti at a distorted geometry, with ωB97M-V with the def2-TZVPD basis set.

Values from the calculation:
Multiplicity: 2
Highest occupied orbital energy (spin up / spin down): -0.3968 / -0.3984 Eh
Charge: +1

XYZ file:
```
72
Properties=species:S:1:pos:R:3:lowdin_spin:R:1
Ti -0.131 0.287 -1.956 0.95
C -5.415 0.162 3.583 0.00
C -4.226 -0.789 3.764 0.00
C -4.681 -2.235 3.531 0.00
C -3.725 -0.662 5.200 0.00
C -3.140 -0.443 2.745 0.00
C -3.445 -0.509 1.380 0.00
C -2.470 -0.177 0.479 0.00
Br -2.852 -0.257 -1.374 0.00
C -1.186 0.228 0.851 0.00
O -0.342 0.600 -0.172 -0.01
C -0.832 0.253 2.189 0.00
C -1.857 -0.074 3.098 0.00
C 0.532 0.621 2.796 0.00
C 1.671 0.749 1.786 0.00
C 0.947 -0.467 3.796 0.00
C 0.385 1.957 3.534 0.00
H -6.200 -0.077 4.303 0.00
H -5.852 0.093 2.586 0.00
H -5.115 1.199 3.741 0.00
H -5.446 -2.517 4.257 0.00
H -3.843 -2.928 3.635 0.00
H -5.106 -2.375 2.537 0.00
H -4.539 -0.914 5.881 0.00
H -3.399 0.353 5.436 0.00
H -2.896 -1.340 5.414 0.00
H -4.426 -0.813 1.044 0.00
H -1.616 -0.030 4.150 0.00
H 1.808 -0.160 1.198 0.00
H 2.594 0.931 2.341 0.00
H 1.526 1.572 1.093 0.00
H 1.027 -1.441 3.309 0.00
H 0.257 -0.571 4.633 0.00
H 1.924 -0.217 4.212 0.00
H 0.073 2.750 2.852 0.00
H 1.339 2.246 3.979 0.00
H -0.353 1.902 4.335 0.00
N 0.925 -5.816 -2.303 0.00
C 0.723 -4.485 -2.316 0.00
C -0.328 -3.924 -3.069 0.00
C -0.517 -2.571 -3.033 0.00
N 0.273 -1.729 -2.337 0.01
C 1.293 -2.263 -1.644 0.01
C 1.543 -3.608 -1.583 0.00
H 0.352 -6.436 -2.846 0.00
H 1.680 -6.228 -1.785 0.00
H -0.990 -4.543 -3.657 0.00
H -1.329 -2.110 -3.585 0.00
H 1.931 -1.565 -1.113 0.00
H 2.368 -3.974 -0.989 0.00
C 3.026 -0.005 -4.514 0.00
N 3.100 1.351 -3.990 0.00
C 3.907 2.289 -4.774 0.00
C 4.231 3.522 -3.963 0.00
C 2.970 4.028 -3.304 0.00
N 2.389 2.966 -2.481 0.00
C 1.629 3.408 -1.324 0.00
C 2.417 1.697 -2.892 0.00
O 1.792 0.777 -2.254 0.03
H 3.918 -0.571 -4.241 0.00
H 2.960 0.050 -5.601 0.00
H 2.142 -0.512 -4.141 0.00
H 3.358 2.539 -5.687 0.00
H 4.816 1.765 -5.075 0.00
H 4.670 4.289 -4.599 0.00
H 4.963 3.273 -3.191 0.00
H 2.229 4.350 -4.043 0.00
H 3.173 4.872 -2.646 0.00
H 2.297 3.893 -0.611 0.00
H 1.152 2.570 -0.826 0.00
H 0.858 4.112 -1.641 0.00
I -0.910 1.680 -4.108 0.00
```

---

Entry 3:
Computed, not measured: a structure of composition C20H36BN10O3P2ReSe, with ωB97M-V with the def2-TZVPD basis set.

Values from the calculation:
Multiplicity: 2
Highest occupied orbital energy (spin up / spin down): -0.6022 / -0.6022 Eh
Energy relative to the best compared isomer or geometry (same formula, charge and spin): 30.3 kcal per mole
Charge: +3

XYZ file:
```
74
Properties=species:S:1:pos:R:3:lowdin_spin:R:1
Re -1.103 1.616 0.012 0.78
C 3.079 2.261 1.045 0.00
N 2.977 0.792 1.054 0.00
C 4.167 0.122 1.619 0.00
P 1.952 0.055 0.067 0.00
O 0.552 0.775 0.218 0.02
O 1.875 -1.435 0.502 0.00
P 0.622 -2.506 0.760 0.00
O -0.550 -2.109 -0.047 0.00
N 1.328 -3.875 0.249 0.00
C 2.584 -4.350 0.842 0.00
C 0.498 -4.947 -0.323 0.00
N 0.383 -2.310 2.367 0.00
C -0.877 -2.797 2.946 0.00
C 1.475 -2.272 3.346 0.00
N 2.296 0.170 -1.512 0.00
C 3.708 0.002 -1.920 0.00
C 1.355 -0.335 -2.520 0.00
H 3.342 2.588 2.049 0.00
H 2.125 2.715 0.782 0.00
H 3.849 2.598 0.348 0.00
H 5.068 0.474 1.117 0.00
H 4.094 -0.956 1.509 0.00
H 4.235 0.366 2.678 0.00
H 3.233 -3.514 1.099 0.00
H 3.104 -4.961 0.105 0.00
H 2.410 -4.958 1.732 0.00
H -0.424 -4.531 -0.722 0.00
H 0.260 -5.702 0.428 0.00
H 1.049 -5.421 -1.134 0.00
H -1.593 -3.033 2.162 0.00
H -1.297 -2.036 3.606 0.00
H -0.706 -3.702 3.531 0.00
H 2.369 -1.831 2.913 0.00
H 1.717 -3.268 3.720 0.00
H 1.167 -1.653 4.189 0.00
H 4.382 0.301 -1.120 0.00
H 3.902 0.636 -2.784 0.00
H 3.907 -1.038 -2.183 0.00
H 0.322 -0.222 -2.189 0.00
H 1.527 -1.395 -2.720 0.00
H 1.497 0.223 -3.445 0.00
B -0.826 4.556 1.022 0.02
N -0.360 4.387 -0.466 0.01
C 0.263 5.193 -1.298 0.00
C 0.611 4.486 -2.470 0.00
C 0.154 3.217 -2.268 0.00
N -0.422 3.144 -1.024 0.01
N -2.310 4.055 1.021 0.01
C -3.407 4.621 1.462 0.00
C -4.488 3.714 1.351 0.00
C -3.948 2.581 0.839 0.00
N -2.588 2.767 0.624 0.01
H -0.173 3.793 1.701 0.01
H -0.790 5.702 1.333 0.00
H 0.436 6.225 -1.030 0.00
H 1.115 4.878 -3.336 0.00
H 0.181 2.351 -2.908 0.00
H -3.388 5.639 1.822 0.00
H -5.518 3.901 1.604 0.00
H -4.430 1.663 0.553 0.00
Se -2.949 -0.641 1.465 0.00
N -2.411 0.169 -0.143 0.02
C -2.943 -0.556 -1.163 0.01
C -2.847 -0.269 -2.531 0.00
C -3.479 -1.120 -3.404 0.02
C -4.211 -2.264 -2.978 -0.01
C -4.329 -2.560 -1.657 0.02
C -3.697 -1.696 -0.717 0.00
N -3.794 -1.859 0.594 0.06
H -2.317 0.603 -2.888 0.00
H -3.426 -0.912 -4.465 0.00
H -4.683 -2.891 -3.722 0.00
H -4.887 -3.413 -1.296 0.00
```